C28H30N4O3 | ωB97M-V/def2-TZVPD

Element x y z (Å)
C  -7.39808  -0.34367  -1.05892
C  -6.45330  0.56988  -0.94770
C  -5.18492  0.38235  -0.17379
O  -4.13129  0.95600  -0.92882
C  -2.93690  1.25470  -0.34149
C  -2.18759  2.22614  -0.99915
C  -0.94087  2.61151  -0.55233
C  -0.40462  2.03154  0.58812
C  1.00633  2.40561  1.02029
C  1.37203  1.83795  2.36661
C  1.13707  2.57967  3.52451
N  0.96338  3.17321  4.49609
C  1.83730  0.56214  2.45775
N  1.95564  -0.12384  3.63478
N  2.19211  -0.12975  1.30377
N  2.48717  -1.47774  1.43516
C  1.62677  -2.40754  0.83473
C  0.35945  -2.04086  0.39417
C  -0.48916  -2.99614  -0.13367
C  -0.08707  -4.31725  -0.23000
C  1.17848  -4.68044  0.20121
C  2.03578  -3.73387  0.72831
C  2.40897  0.56423  0.12476
C  1.96162  1.83286  -0.00491
C  2.33595  2.66369  -1.14209
O  2.01508  3.83310  -1.23332
C  3.19497  1.99887  -2.19974
C  2.94336  0.49607  -2.32013
C  3.91125  -0.11486  -3.33557
C  1.50483  0.23098  -2.77086
C  3.18898  -0.13557  -0.94398
C  -1.14622  1.06806  1.25686
C  -2.39790  0.66037  0.81217
O  -3.12661  -0.32345  1.44046
C  -2.63524  -0.87002  2.63859
H  -8.30519  -0.15932  -1.60796
H  -7.30814  -1.31218  -0.59453
H  -6.54789  1.53614  -1.42264
H  -4.99919  -0.68056  0.01597
H  -5.27380  0.89644  0.79405
H  -2.61915  2.67076  -1.88187
H  -0.38720  3.36977  -1.08271
H  1.09466  3.49666  1.01746
H  1.88075  0.42211  4.47685
H  2.56262  -0.92608  3.65409
H  3.47368  -1.70982  1.36262
H  0.04052  -1.01112  0.45113
H  -1.46932  -2.69791  -0.47395
H  -0.75218  -5.05957  -0.64318
H  1.50393  -5.70708  0.12334
H  3.02474  -4.01672  1.06130
H  3.01715  2.50467  -3.15004
H  4.23971  2.17792  -1.92512
H  3.75445  -1.18876  -3.41358
H  4.94496  0.06232  -3.04506
H  3.75407  0.32409  -4.31739
H  0.78728  0.66003  -2.07557
H  1.31842  -0.83909  -2.84030
H  1.33237  0.67212  -3.74924
H  2.90992  -1.19146  -0.98480
H  4.25843  -0.07983  -0.70471
H  -0.74295  0.62812  2.15497
H  -3.40289  -1.56682  2.97308
H  -2.48732  -0.10184  3.40435
H  -1.69914  -1.41695  2.48157

Output
- structure (SMILES) = C=CCOc1ccc([C@H]2C(C#N)=C(N)N(Nc3ccccc3)C3=C2C(=O)CC(C)(C)C3)cc1OC
- frontier orbital gap (eV) = 8.226

---

C24H32CaF6NO22S2 | ωB97M-V/def2-TZVPD

Element x y z (Å)
Ca  -2.50273  3.78229  -0.17138
C  -0.24229  0.19922  0.82060
F  0.37667  0.00989  1.98501
F  0.58333  0.86760  0.02579
F  -0.39104  -0.98441  0.15385
S  -2.06097  1.03026  1.07368
O  -2.99027  0.04103  1.63807
O  -1.90139  2.26152  1.74609
N  -2.42760  1.56784  -0.49799
S  -3.17038  0.30005  -1.17387
O  -2.94639  -1.07899  -0.68214
O  -4.58624  0.67805  -1.30644
C  -2.44087  0.31489  -2.94446
F  -1.08922  0.36190  -2.86567
F  -2.82029  -0.85082  -3.60365
F  -2.94341  1.34728  -3.60848
C  0.58289  2.87933  -4.77560
C  1.30407  2.29855  -3.56327
O  0.42897  2.66377  -2.46116
C  -0.45737  3.56804  -2.83457
O  -1.22671  4.22380  -2.14273
O  -0.33495  3.77145  -4.16768
H  0.06751  2.08928  -5.32177
H  1.14285  3.43779  -5.52571
H  2.25555  2.82803  -3.61267
H  1.47000  1.22834  -3.68660
C  -4.44366  -3.09734  0.75533
C  -5.62744  -2.17528  0.50605
O  -6.63638  -2.57120  1.47715
C  -6.24399  -3.78703  1.96745
O  -6.87635  -4.42356  2.83161
O  -4.98658  -4.21868  1.48457
H  -3.56371  -2.65934  1.22645
H  -4.22504  -3.40795  -0.26635
H  -6.12268  -2.27871  -0.45942
H  -5.40566  -1.10849  0.53573
C  0.34383  -5.74890  -4.78431
C  0.74951  -4.25956  -4.64273
C  -0.29311  -3.30712  -4.03152
O  0.54699  -2.56756  -3.11787
C  1.67968  -3.22692  -2.86183
O  2.45816  -2.88121  -1.99253
O  1.85712  -4.27999  -3.76882
H  -0.43762  -5.82214  -5.54066
H  -0.19951  -6.11438  -3.91292
H  1.14226  -6.45286  -5.01893
H  1.04786  -3.97770  -5.65250
H  -1.13896  -3.76330  -3.51719
H  -0.70578  -2.62432  -4.77420
C  3.91194  -2.76655  0.75845
C  4.59752  -1.84413  -0.19212
C  3.72405  -0.60754  -0.48093
O  4.59850  0.45522  -0.17892
C  5.77127  0.07535  0.26554
O  6.79462  0.76952  0.60162
O  5.78805  -1.27430  0.37412
H  2.98503  -3.11149  0.30023
H  3.49241  -2.23123  1.61023
H  4.56979  -3.61786  0.93334
H  4.88546  -2.38374  -1.09434
H  2.73997  -0.57669  -0.01326
H  3.45882  -0.63227  -1.53788
C  -2.72750  1.71522  5.01793
C  -1.54412  1.96191  5.94363
C  -1.21757  0.56353  6.65545
O  0.07870  0.18775  6.23763
C  0.59964  1.18617  5.51648
O  1.62697  1.10913  4.89810
O  -0.35020  2.10333  5.21240
H  -3.02143  2.66047  4.56163
H  -3.52364  1.18614  5.54169
H  -2.37194  1.22669  4.11072
H  -1.79262  2.80400  6.58956
H  -1.85953  -0.26846  6.36601
H  -1.26870  0.73301  7.73098
C  4.08770  3.99182  0.66247
C  2.73741  3.28506  0.83178
C  2.28025  3.01470  2.24610
O  1.01992  3.55611  2.17158
C  0.64986  4.01948  1.03021
O  -0.47190  4.42360  0.76720
O  1.65855  3.88633  0.17497
H  4.94535  3.36228  0.89957
H  4.17631  4.96132  1.15268
H  4.25173  4.29686  -0.37104
H  2.83254  2.26409  0.46207
H  3.08969  3.47614  2.81177
H  2.19818  1.95616  2.49283

Output
- multiplicity = 2
- frontier orbital gap (spin up / spin down) (eV) = 7.401 / 1.523
- charge = +2

---

C6H8O2 | ωB97M-V/def2-TZVPD

Element x y z (Å)
C  0.80781  2.04921  -0.22651
C  0.55638  0.75722  -0.19840
C  0.44785  -0.55646  -1.44744
O  1.08973  -1.56386  -1.50950
C  -0.19835  -0.18904  0.54688
C  0.56886  -1.06146  1.50286
C  -1.38328  -0.62822  -0.01261
O  -2.26749  0.19844  -0.64868
H  0.45255  2.71434  0.55150
H  1.28441  2.51454  -1.08250
H  0.04005  0.05895  -2.25104
H  1.31262  -1.65444  0.96508
H  1.11244  -0.43756  2.21352
H  -0.10016  -1.73309  2.03710
H  -1.85075  -1.54212  0.32397
H  -1.87270  1.07357  -0.76424

Output
- structure (SMILES) = C=C(C=O)/C(C)=C\O
- frontier orbital gap (eV) = 8.522

---

C8H15N | ωB97M-V/def2-TZVPD

Element x y z (Å)
C  1.76411  0.06133  0.07236
C  -1.64690  -0.18899  -0.00927
C  -0.19029  0.44052  -0.26375
C  -1.07742  -0.10735  -1.37252
C  2.82067  -0.96306  -0.27776
C  2.32328  1.45464  0.30391
C  -1.84308  -1.55190  0.60433
C  -2.65513  0.83209  0.45612
N  0.65749  -0.43222  0.53478
H  -0.16499  1.52593  -0.19176
H  -0.74505  -1.02405  -1.83712
H  -1.49214  0.62253  -2.05450
H  3.49412  -1.08171  0.57232
H  3.40943  -0.65070  -1.14090
H  2.36920  -1.93116  -0.47822
H  3.35578  1.40575  0.64419
H  1.74896  1.99891  1.05289
H  2.30432  2.02597  -0.62575
H  -2.80944  -1.95908  0.29693
H  -1.80887  -1.48786  1.69048
H  -1.06414  -2.23555  0.28168
H  -3.66711  0.45376  0.30458
H  -2.55928  1.77149  -0.08488
H  -2.52350  1.02069  1.52184

Output
- frontier orbital gap (eV) = 8.291

---

C12H11NO6V | ωB97M-V/def2-TZVPD

Element x y z (Å)
V  0.82484  1.83983  -0.17245
C  4.66310  0.20494  0.36869
C  3.29871  -0.41792  0.63064
C  3.43466  -1.88766  1.02639
O  2.59139  -0.30584  -0.58923
C  2.62823  0.35037  1.80404
O  3.17526  0.26469  2.90632
O  1.55623  0.99429  1.55079
H  5.16715  -0.34683  -0.43004
H  5.26755  0.17737  1.27484
H  4.53494  1.23961  0.04801
H  3.92708  -2.43751  0.21996
H  2.44821  -2.32690  1.19395
H  4.00998  -1.97940  1.94743
H  1.65781  -0.56272  -0.48551
O  -0.06683  -0.01791  -0.91502
C  -1.24175  0.47857  -0.69915
N  -1.30522  1.77888  -0.27596
C  -2.62719  2.14081  -0.08064
O  -3.04072  3.24592  0.30314
C  -3.43848  0.96539  -0.42633
C  -4.80940  0.75120  -0.43144
C  -5.30282  -0.48804  -0.80937
C  -4.41380  -1.53059  -1.18714
C  -3.04980  -1.33633  -1.18927
C  -2.54449  -0.08218  -0.81099
H  -5.47652  1.55533  -0.13745
H  -6.37263  -0.66880  -0.81660
H  -4.81936  -2.49465  -1.47811
H  -2.37526  -2.13500  -1.47864
O  1.69914  3.03110  -0.86086

Output
- multiplicity = 4
- frontier orbital gap (spin up / spin down) (eV) = 4.500 / 7.730
- charge = -2

---

C42H34N4O2S4Ti | ωB97M-V/def2-TZVPD

Element x y z (Å)
Ti  -0.00227  -0.29600  0.35102
S  1.85771  -1.07376  2.14761
C  3.09666  -2.21714  1.65893
C  4.28018  -2.21533  2.42747
C  5.33977  -3.05654  2.15570
C  5.27812  -3.95866  1.09450
C  4.12906  -3.99956  0.33287
C  3.05268  -3.14222  0.59527
S  1.60874  -3.32737  -0.41595
C  2.13134  -2.47780  -1.91475
C  2.47104  -1.01427  -1.75728
C  3.36868  -0.44227  -2.63903
C  3.66388  0.91180  -2.52034
C  3.08551  1.64376  -1.50673
C  2.22689  1.00100  -0.60957
C  1.60663  1.64159  0.54995
S  -0.34662  1.20487  2.30933
C  -1.87908  2.00462  2.19671
C  -2.14867  3.06222  3.08176
C  -3.38158  3.68188  3.08940
C  -4.36627  3.25419  2.19600
C  -4.10806  2.22322  1.30650
C  -2.86271  1.57847  1.28340
S  -2.55408  0.29214  0.14735
N  1.89680  -0.29780  -0.78888
H  4.34069  -1.51429  3.24976
H  6.22640  -3.01149  2.77702
H  6.10419  -4.62398  0.87992
H  4.03672  -4.71025  -0.48022
H  1.31949  -2.61756  -2.63505
H  3.00397  -2.98717  -2.32224
H  3.83586  -1.05193  -3.40123
H  4.35929  1.37872  -3.20742
H  3.31161  2.69136  -1.35842
H  1.47620  2.71688  0.49398
H  2.05560  1.30172  1.47428
H  -1.36993  3.37216  3.76859
H  -3.58127  4.49103  3.78070
H  -5.33853  3.73250  2.19202
H  -4.86909  1.89938  0.60725
C  -1.87795  -3.76839  2.59107
O  -1.90519  -4.00975  1.15030
C  -1.41339  -2.89236  0.61425
N  -0.91774  -2.01521  1.36745
C  -0.99792  -2.51464  2.74378
C  -1.54274  -1.45721  3.66600
C  -2.76950  -0.85264  3.39831
C  -3.23335  0.17309  4.20602
C  -2.48386  0.58530  5.30172
C  -1.26467  -0.02002  5.57434
C  -0.78923  -1.03114  4.74961
C  -1.49942  -2.68919  -0.83723
C  -2.15852  -3.55362  -1.68766
C  -2.26322  -3.21041  -3.02275
C  -1.76174  -1.99223  -3.43749
C  -1.12555  -1.18574  -2.50632
N  -0.94085  -1.55077  -1.23753
C  -0.70797  0.19092  -2.83523
N  -0.27602  1.01408  -1.98408
C  -0.00153  2.26794  -2.71884
C  -0.66028  2.01591  -4.09125
O  -0.87785  0.57654  -4.11476
C  -0.49487  3.51397  -2.03214
C  -1.18759  3.45406  -0.83384
C  -1.64342  4.62026  -0.22976
C  -1.40673  5.85136  -0.82428
C  -0.70857  5.91646  -2.02626
C  -0.25201  4.75206  -2.62626
H  -1.46653  -4.64898  3.07731
H  -2.89853  -3.60153  2.92447
H  0.01489  -2.76592  3.04897
H  -3.32958  -1.13432  2.51236
H  -4.16768  0.66499  3.96865
H  -2.84320  1.38998  5.93040
H  -0.66785  0.31361  6.41334
H  0.19034  -1.46647  4.92025
H  -2.58090  -4.46579  -1.29023
H  -2.76518  -3.86456  -3.72313
H  -1.87106  -1.64550  -4.45432
H  1.08300  2.34485  -2.83497
H  -0.03100  2.27939  -4.93597
H  -1.62582  2.51354  -4.17540
H  -1.37387  2.49139  -0.38090
H  -2.18559  4.55399  0.70690
H  -1.76148  6.76001  -0.35507
H  -0.51610  6.87412  -2.49317
H  0.30159  4.80864  -3.55906

Output
- multiplicity = 3
- frontier orbital gap (spin up / spin down) (eV) = 5.788 / 5.659

---

C15H17MgNS2 | ωB97M-V/def2-TZVPD

Element x y z (Å)
C  -1.40390  -1.19115  -2.42431
C  1.43519  -0.23429  -2.07172
C  -1.65538  0.16337  -2.41951
H  -2.15478  -1.89778  -2.05526
C  1.07589  1.07950  -1.88012
H  2.20552  -0.70677  -1.44884
H  -2.55436  0.54785  -1.92577
H  1.55295  1.69848  -1.11248
C  -1.02368  1.13229  -3.38336
H  -1.75316  1.93720  -3.55625
H  -0.82294  0.68849  -4.36657
C  -0.30484  -1.80332  -3.25506
H  -0.63864  -1.96407  -4.30039
H  -0.09357  -2.81375  -2.86111
C  1.02760  -1.00283  -3.30838
H  0.96331  -0.33832  -4.18352
H  1.82720  -1.73068  -3.52511
C  0.28322  1.83832  -2.91399
H  0.89040  2.05506  -3.81472
H  0.01858  2.82213  -2.49915
Mg  -0.27557  -0.17696  -0.75566
H  -3.23828  -0.39101  0.41006
S  -2.19808  -1.25326  0.67678
C  -1.39533  -0.47126  2.02286
N  -0.13447  -0.05054  1.98018
C  0.37860  0.18840  3.26043
C  1.71007  0.47990  3.63143
C  2.05492  0.55427  4.98698
C  1.11148  0.24354  5.97818
C  -0.20124  -0.09122  5.63099
C  -0.57070  -0.06131  4.29332
S  -2.11337  -0.55497  3.63809
H  2.46108  0.63104  2.85429
H  3.06956  0.83626  5.29466
H  1.40129  0.23969  7.03107
H  -0.93456  -0.40232  6.37195

Output
- frontier orbital gap (spin up / spin down) (eV) = 3.593 / 3.457

---

C11H28AgN2O5 | ωB97M-V/def2-TZVPD

Element x y z (Å)
Ag  22.57162  -17.63117  -18.67473
C  24.29407  -18.69793  -16.30511
O  23.07002  -18.01142  -16.44602
H  25.03352  -18.10040  -15.77193
H  24.22675  -19.68764  -15.85341
H  24.65622  -18.98290  -17.29290
C  25.35924  -16.52272  -21.73963
C  24.35430  -16.88808  -20.62019
O  24.80453  -17.20836  -19.53648
O  23.10722  -17.02834  -20.85984
H  24.80996  -15.95301  -22.48918
H  25.83127  -17.41917  -22.14170
H  26.13808  -15.85113  -21.37839
C  19.20171  -20.55711  -18.30534
C  20.57112  -19.84074  -18.42508
C  21.56454  -20.53309  -19.40442
O  22.79362  -19.81094  -19.47947
C  23.70959  -20.50070  -20.28788
N  20.43928  -18.43460  -18.85151
H  19.31133  -21.47271  -17.72416
H  18.78192  -20.83497  -19.27212
H  18.51337  -19.99081  -17.67797
H  21.11197  -19.74593  -17.48348
H  21.09326  -20.71257  -20.37074
H  21.69595  -21.53285  -18.99053
H  24.58464  -19.85553  -20.36622
H  23.27496  -20.79574  -21.24295
H  23.98758  -21.41038  -19.75563
H  19.78622  -17.99881  -18.21614
H  19.82816  -18.24794  -19.63368
C  21.15585  -14.50132  -20.11532
C  22.08096  -14.51883  -18.91712
C  21.96964  -13.20299  -18.15146
O  22.38164  -12.09420  -18.97736
C  22.88983  -10.98239  -18.17449
N  21.57714  -15.59162  -18.02916
H  21.56395  -15.12059  -20.91410
H  21.16570  -13.49326  -20.52983
H  20.15324  -14.75569  -19.77157
H  23.13870  -14.69423  -19.11333
H  22.54796  -13.27933  -17.23069
H  20.93416  -13.00779  -17.87256
H  23.92921  -11.12517  -17.87886
H  22.26811  -10.79018  -17.30006
H  22.85722  -10.00943  -18.66478
H  21.99319  -15.41733  -17.12549
H  20.59605  -15.37782  -17.92029

Output
- multiplicity = 3
- frontier orbital gap (spin up / spin down) (eV) = 2.150 / 6.633
- charge = -1

---

What did we get for E? Answer: -41624.301; -128337.505; -10442.407; -10025.889; -52088.677; -120620.010; -44432.118; -29073.617 eV, in the order shown.